{"formula": "C42H60BIInN11O3", "method": "ωB97M-V with the def2-TZVPD basis set", "homo_ha": -0.0046, "gap_ev": 3.41, "total_charge": -2, "e_tot_ha": -2977.0434, "elements": ["C", "H", "B", "H", "C", "N", "H", "H", "C", "H", "H", "C", "H", "H", "H", "C", "C", "C", "O", "C", "O", "C", "H", "H", "H", "H", "H", "N", "H", "H", "C", "C", "H", "H", "C", "H", "H", "H", "C", "N", "C", "C", "N", "C", "H", "C", "C", "H", "H", "H", "H", "I", "C", "H", "O", "C", "H", "H", "C", "C", "C", "H", "H", "C", "H", "C", "H", "N", "H", "C", "H", "C", "C", "C", "C", "C", "H", "N", "H", "N", "H", "H", "C", "H", "N", "C", "H", "N", "H", "H", "H", "H", "In", "C", "H", "H", "N", "N", "H", "C", "H", "C", "C", "H", "C", "H", "C", "H", "C", "H", "H", "H", "H", "H", "H", "C", "H", "H", "C"], "xyz": [[-0.0558, 4.1957, -6.1812], [-0.9877, -2.3662, -0.2445], [2.6467, 2.9688, 2.0140], [-5.2240, 2.0021, 1.4396], [3.6291, -1.0981, 7.1052], [0.6839, -1.2855, -1.0225], [0.2851, 2.1635, -5.4556], [-4.2486, 0.3085, 3.3181], [0.3746, 3.2281, -5.3095], [-7.6052, 3.3997, -4.5697], [0.0446, 6.3031, -6.0462], [3.3385, 0.2658, 7.3859], [8.5534, 3.7031, 2.4955], [-7.0451, -4.2254, -1.0338], [1.8694, 0.9052, -7.5397], [0.8642, 5.2234, -4.4153], [2.4189, 0.6838, 6.4605], [-8.6117, -1.0435, -1.0398], [3.6521, 0.9284, -2.2101], [0.4043, -5.8820, 3.9814], [2.8220, 4.3320, 2.2510], [0.8991, -5.1286, 5.0108], [1.5957, 1.6357, 3.1904], [6.3694, -2.0536, 0.6446], [1.9420, 1.6378, 6.3144], [2.9027, 0.9457, -5.0143], [-7.0981, -0.5604, -2.6251], [-7.5456, 0.0925, 0.5292], [4.4452, -2.4987, 1.5275], [6.2954, 1.8854, 3.0184], [8.2056, 2.6737, 2.4328], [-2.0558, 2.4163, 2.0530], [2.8155, -1.3613, -8.6964], [5.8684, -0.8454, -0.3104], [-7.4377, -0.4735, -1.6069], [1.5108, -0.3448, 4.8585], [8.5520, 2.1191, 3.3063], [-3.4186, 2.9193, -3.5591], [3.5472, -0.5360, 1.4999], [-3.2151, 2.7266, 1.4020], [-8.6468, -0.6786, 0.2809], [6.2064, 2.0960, 0.8935], [2.1053, -5.6583, 5.3784], [-0.5379, -2.4723, -2.4306], [4.2457, -2.4973, -6.9761], [-5.8551, -5.3604, 0.2966], [-5.3292, -3.5716, 1.5541], [0.7136, -1.9003, -4.2091], [3.9142, -1.9757, -0.0576], [-5.1686, 2.7963, -5.6164], [-9.3469, -1.6489, -1.5439], [6.6827, 3.6851, -0.5313], [0.9604, 3.8792, -4.1862], [-0.5280, -5.7136, 3.4697], [2.6245, 2.8288, -1.6290], [-3.7049, 1.0707, 2.7839], [2.4995, -0.7023, 1.2303], [0.5018, -4.2613, 5.5097], [2.8743, -1.4582, 6.0198], [1.2533, -1.1108, -2.2478], [2.5217, 0.1706, -7.0959], [-4.9044, -2.9421, 2.3181], [-7.3159, 0.5049, 1.4146], [4.3925, -1.6275, 0.8610], [-1.3047, -3.1173, -2.8309], [-4.2264, 1.9116, 1.8368], [1.1868, 6.0612, -3.8208], [2.1443, -0.3704, 5.6373], [-7.1915, 3.8553, -1.9348], [-5.3919, 3.0370, -4.5909], [-5.9775, -6.3247, -0.1659], [2.3906, -6.7416, 4.5932], [6.6642, 2.5783, 2.2599], [3.8268, -0.9208, -5.6309], [3.3236, 1.8153, -1.3659], [0.5169, -1.8372, -3.1509], [3.6257, -0.5798, 2.5904], [3.7769, -1.6291, -6.8063], [-6.5328, -2.1844, 0.2903], [-5.1583, 3.4260, -2.4291], [-0.5437, 4.1242, -7.1396], [1.4075, 3.4118, -3.3116], [-4.4819, 3.0905, -3.5707], [8.7007, 2.2358, 1.5666], [5.7987, -1.2154, 0.6332], [-2.3237, 1.3896, 2.9164], [2.8000, -2.3903, 5.4855], [0.2442, 5.4147, -5.6302], [-1.6080, 0.9217, 3.5702], [6.2729, 3.5760, 2.4545], [4.3162, -1.7372, 7.6347], [3.7608, 0.8710, 8.1705], [4.0051, 1.5735, 0.7717], [-6.8016, 0.2198, -0.6133], [4.3991, -1.2684, -4.7880], [0.8631, 1.9360, 1.7914], [1.3666, 2.3876, 2.5507], [-6.4628, -4.2461, -0.2181], [-5.8892, 0.7906, -0.6188], [1.3521, -6.9085, 3.7168], [-9.3603, -0.8954, 1.0569], [-0.4052, -2.1102, -1.1139], [-6.4895, 3.5900, -2.7065], [-3.2979, 3.4428, 0.7065], [3.0587, 0.1975, -5.7780], [-4.5473, -5.6210, 2.0226], [2.9828, -0.9672, -7.7077], [1.0271, -0.8583, -0.1800], [-6.6667, 3.3535, -4.0427], [-4.7386, 3.5318, -1.5258], [1.2818, -7.6748, 2.9633], [-1.1420, 2.9498, 1.8493], [3.6416, 4.4393, 2.7411], [2.1299, -0.4803, -2.3487], [3.3052, -7.2942, 4.7210], [-6.1515, -3.1550, 0.5416], [6.8292, 1.2593, 0.5929], [2.6917, -5.3020, 6.1096], [-5.1421, -4.9741, 1.3995]], "forces_ev_per_angstrom": [[-0.015, -0.013, 0.006], [-0.020, 0.000, -0.011], [0.521, -0.258, 0.269], [-0.004, 0.026, 0.002], [-0.037, 0.007, 0.049], [-0.114, -0.074, 0.033], [0.026, -0.016, 0.015], [0.001, -0.019, -0.011], [-0.045, 0.039, -0.030], [-0.011, -0.001, 0.000], [0.009, 0.014, -0.013], [-0.008, -0.031, 0.030], [0.035, 0.087, 0.095], [0.008, 0.039, -0.023], [0.002, 0.017, 0.006], [-0.081, 0.018, -0.086], [-0.047, 0.016, -0.018], [0.016, 0.005, -0.012], [0.047, -0.146, 0.111], [-0.001, -0.052, 0.013], [-0.555, -0.177, 0.813], [-0.011, 0.040, 0.061], [0.210, -0.121, -0.118], [0.115, 0.011, -0.095], [0.038, 0.022, -0.034], [0.048, -0.045, 0.062], [0.014, 0.020, -0.005], [0.000, 0.020, -0.053], [0.011, -0.134, -0.036], [-0.280, -0.023, 0.004], [-0.097, -0.187, -0.191], [0.081, 0.080, -0.068], [-0.011, -0.001, -0.002], [0.021, 0.246, 0.042], [-0.048, -0.020, -0.021], [0.092, 0.009, -0.093], [0.013, 0.090, 0.161], [0.015, -0.001, -0.019], [0.271, 0.238, -0.279], [-0.068, -0.042, 0.012], [-0.089, 0.077, 0.004], [-0.370, 0.144, 0.383], [-0.008, -0.026, -0.005], [0.033, 0.004, -0.058], [0.003, -0.019, 0.009], [-0.026, 0.017, -0.032], [-0.037, -0.065, 0.034], [0.010, 0.022, -0.009], [-0.001, 0.062, -0.155], [0.015, -0.002, -0.005], [-0.005, -0.007, 0.001], [0.106, -0.091, -0.039], [-0.047, -0.084, 0.124], [0.009, 0.020, -0.025], [-0.072, -0.093, 0.124], [0.044, -0.019, -0.014], [-0.132, 0.007, 0.155], [-0.008, 0.016, -0.020], [-0.034, -0.082, -0.022], [0.093, -0.005, -0.040], [0.039, -0.070, -0.010], [0.032, 0.010, -0.018], [0.050, -0.049, 0.025], [-0.019, -0.088, 0.478], [-0.010, -0.001, 0.009], [-0.072, 0.036, -0.007], [0.026, -0.008, 0.016], [-0.062, -0.002, 0.079], [-0.011, -0.018, 0.005], [-0.054, 0.002, -0.008], [0.025, -0.007, -0.005], [-0.004, -0.005, 0.040], [0.922, 0.097, -0.102], [0.038, -0.101, -0.022], [-0.083, -0.019, -0.232], [-0.089, -0.083, 0.051], [0.000, 0.024, 0.107], [0.008, 0.046, -0.006], [0.029, 0.065, -0.038], [-0.045, -0.008, -0.074], [0.000, -0.006, -0.003], [0.146, -0.017, -0.032], [0.036, -0.017, 0.059], [0.043, -0.049, -0.081], [-0.153, -0.333, -0.108], [-0.110, -0.013, 0.040], [0.050, 0.030, -0.071], [0.023, 0.006, 0.035], [0.021, 0.013, 0.003], [-0.424, -0.069, 0.167], [0.022, 0.003, -0.011], [0.014, 0.012, -0.007], [-0.108, 0.128, -0.408], [-0.012, 0.084, 0.048], [-0.036, 0.039, 0.051], [0.097, -0.206, -0.038], [-0.727, 0.609, -0.200], [-0.032, -0.063, 0.035], [0.043, -0.055, -0.045], [-0.016, -0.007, 0.012], [0.005, -0.029, 0.005], [0.032, 0.041, 0.040], [0.041, -0.002, 0.048], [0.056, 0.032, -0.005], [-0.114, 0.217, 0.049], [0.016, -0.001, -0.004], [-0.009, -0.016, 0.008], [0.074, 0.037, -0.035], [0.002, 0.004, -0.033], [0.040, 0.000, 0.004], [0.008, 0.010, -0.022], [0.048, -0.037, 0.098], [0.380, 0.182, -0.630], [0.035, 0.118, -0.094], [0.010, 0.000, -0.020], [0.082, -0.066, 0.069], [0.069, -0.023, -0.198], [0.022, 0.042, -0.019], [-0.019, 0.021, 0.029]], "lowdin_charge": [-0.17, 0.09, -0.59, 0.08, -0.12, 0.03, 0.08, 0.08, -0.11, 0.08, 0.12, -0.12, 0.05, 0.14, 0.08, -0.14, -0.14, -0.13, -0.20, -0.11, 0.03, -0.15, 0.02, 0.04, 0.11, 0.09, 0.10, 0.01, 0.08, 0.09, -0.16, -0.12, 0.09, 0.06, -0.11, 0.14, 0.05, 0.12, -0.28, 0.01, -0.16, -0.79, 0.00, -0.15, 0.13, -0.15, -0.10, 0.07, 0.09, 0.09, 0.09, 0.65, -0.07, 0.09, -0.18, -0.12, -0.01, 0.10, -0.15, -0.11, -0.12, 0.09, 0.14, -0.40, 0.07, -0.17, 0.10, 0.02, 0.10, -0.11, 0.10, -0.15, -0.45, -0.13, -0.76, -0.12, 0.00, -0.02, 0.07, 0.00, 0.09, 0.07, -0.12, 0.04, -0.02, -0.10, 0.10, -0.03, 0.09, 0.06, 0.08, 0.08, 0.69, -0.14, 0.11, 0.03, 0.07, 0.01, 0.10, -0.11, 0.10, -0.17, -0.16, 0.13, -0.09, 0.08, -0.17, 0.12, -0.12, 0.13, 0.09, 0.10, 0.06, 0.08, 0.10, -0.13, -0.02, 0.14, -0.12]}

{"formula": "CClNO2P", "method": "ωB97M-V with the def2-TZVPD basis set", "e_above_lowest_ev": 2.362, "homo_ha": [-0.2219, -0.2218], "gap_ev": [8.59, 8.59], "total_charge": -1, "e_tot_ha": -1044.9897, "elements": ["O", "C", "Cl", "P", "N", "O"], "xyz": [[-1.1849, 1.0799, -1.2633], [1.9297, -0.4263, 0.0218], [-1.6807, -1.4286, -0.0307], [-0.9220, 0.4687, 0.0032], [2.9943, -0.8372, -0.0045], [-1.1364, 1.1435, 1.2736]], "forces_ev_per_angstrom": [[0.458, 0.578, -2.420], [-3.798, 1.287, 0.008], [0.543, 0.209, 0.208], [-0.115, -0.819, 1.365], [2.246, -0.839, -0.039], [0.666, -0.417, 0.878]], "lowdin_charge": [-0.37, -0.41, 0.26, 0.09, -0.19, -0.37]}